Record 1
Formula: C47H41BN5O16S
Source: the OMol25 dataset
Level of theory: the ωB97M-V functional and the def2-TZVPD basis

The HOMO energy is -11.13 eV. The spin multiplicity is 1. The calculation puts the LUMO energy at -3.86 eV. As for the net charge: +1.

Geometry as XYZ:
```
111
Properties=species:S:1:pos:R:3:forces:R:3
S -3.723366 -0.746513 -2.897383 0.1955 0.1000 -0.8328
O 9.361533 -10.387824 3.184920 -0.0613 0.0202 0.0123
O -6.309497 -3.929511 0.134123 0.0449 0.0210 0.0441
O 0.201200 2.739666 2.804725 -0.1095 0.0193 -0.2188
O -1.236051 6.374066 -4.361300 -0.0240 -0.0200 0.1316
O -5.127022 4.696095 3.854972 0.0301 -0.0768 -0.0529
O 3.762480 -1.368361 -2.949932 0.0327 0.3093 -0.1345
O 3.575502 8.317647 -3.305859 -0.0682 -0.0316 0.0093
O 1.454234 -4.585926 -2.141679 0.0349 0.0194 0.0379
O 5.038793 -7.423532 2.417701 0.0228 -0.0433 -0.0025
O 6.246842 -6.279968 -0.654505 -0.0639 0.0649 -0.1522
O 1.152762 2.392702 -5.611364 0.0177 0.0082 0.0996
O -3.713397 3.289450 -2.338911 0.7164 -0.3818 0.8253
O -2.069639 2.034459 -3.514279 -0.9680 -0.9394 0.9903
O -5.662223 -0.566240 3.539482 -0.0073 0.0602 0.0848
O -7.499172 -5.270190 5.117806 0.0125 0.0162 -0.0618
O 4.999835 4.616064 4.030268 -0.0644 -0.0223 -0.0269
N 0.355894 2.958000 -0.952416 -0.1583 0.3855 -0.0667
N -2.366836 -0.009626 0.600643 -0.2503 0.5539 -1.5266
N -2.739430 1.264090 -1.265855 -0.3009 -0.4704 0.7101
N -3.082106 -0.048710 -1.476811 -1.2150 -1.9595 -1.0952
N -1.880889 2.304671 0.678573 0.1728 0.1602 1.0275
C 5.149117 -5.891334 -0.995042 0.0907 -0.0170 0.0539
C 1.247899 8.652016 -3.247594 -0.1469 0.0238 0.0239
C -2.314675 1.258401 0.011948 0.1977 -0.2690 0.9905
C 3.038397 0.985540 -5.505457 0.0904 -0.0862 0.0248
C 7.273577 -7.863367 1.822306 0.1810 0.0569 -0.0028
C -7.629769 -5.819666 2.833533 -0.0085 -0.0357 -0.1374
C 2.520002 2.345000 2.909383 0.0335 -0.0523 -0.0281
C 3.169095 -0.505961 -3.562957 0.0804 -0.0938 -0.0036
C -6.072135 2.742670 4.781953 -0.0356 -0.2501 -0.0045
C -5.548218 0.638347 3.627409 -0.0876 -0.0682 0.0936
C 4.869023 -4.449685 -1.189516 -0.0699 0.0517 -0.0159
C -6.205509 1.416307 4.706392 0.0177 0.2086 0.0230
C 8.359302 -8.609774 2.014356 -0.0996 0.0663 -0.0199
C -2.859035 -0.774479 -0.367969 0.5227 1.3793 0.8273
C 6.031483 -8.102515 2.593747 -0.0598 0.0653 -0.0397
C -1.767752 3.700995 0.297439 0.0865 1.3262 -0.2929
C -4.741150 1.391764 2.644463 0.0223 -0.3238 -0.1764
C 3.904428 4.187595 3.749945 0.1664 0.0586 0.0590
C 0.038151 8.163546 -3.511498 0.0158 0.0801 0.0440
C -0.467188 4.080226 -0.526532 -0.0424 -0.2696 0.0243
C 1.228573 0.980731 -3.732327 0.0544 -0.0857 0.1174
C 1.092073 6.044509 -4.419553 0.0739 -0.0986 -0.0182
C 4.037531 -6.843023 -1.232149 -0.1099 -0.0481 -0.0296
C 2.475224 7.874022 -3.548340 0.1684 0.0627 0.0038
C -3.404707 4.337597 -3.292108 -0.3356 0.5156 -1.0120
C 7.128359 -9.947768 3.780228 -0.1393 0.0219 0.0434
C 3.695431 0.040630 -4.835526 -0.0033 0.0754 -0.1065
C 2.302230 6.532059 -4.156004 -0.0859 -0.1113 -0.0303
C 1.306771 3.171919 3.088085 0.0556 0.0089 0.0661
C 1.479274 4.540725 3.621095 -0.0193 0.0599 0.0115
C -5.257537 3.493673 3.792105 -0.1061 0.0765 0.2222
C 2.554763 -4.975813 -1.801420 -0.0514 -0.0081 -0.0165
C 3.665130 -4.024367 -1.564658 0.0148 -0.0009 0.1461
C -6.183431 -3.386697 2.418288 0.0316 -0.0348 -0.0040
C 1.753664 1.529686 -5.005031 -0.0181 0.0977 -0.1282
C -4.606692 2.701861 2.723723 0.1622 0.5420 -0.1675
C -7.228034 -4.963868 3.977363 -0.0346 -0.0394 0.1318
C 6.043164 -9.201876 3.588067 0.0145 -0.0932 0.0746
C 2.833778 -6.417876 -1.607208 0.0229 -0.1044 -0.0009
C 2.684716 5.014088 3.928074 -0.1499 0.0516 -0.0104
C 8.372480 -9.709192 3.008168 0.1561 -0.0729 -0.0277
C -0.131810 6.823181 -4.117932 0.0429 -0.0012 -0.0807
C -6.584347 -4.240616 1.278232 0.0159 0.0131 -0.0795
C -6.481567 -3.719541 3.670900 0.0599 0.0753 -0.0260
C 1.885203 0.038208 -3.063171 -0.1446 0.0700 0.0395
C -7.330208 -5.483989 1.580803 -0.0612 -0.0845 0.0267
C 3.726994 2.814793 3.215221 -0.0714 -0.1255 -0.0657
B -2.878651 2.227287 -2.390081 0.4311 1.4570 -1.6338
H -7.613907 -6.095679 0.733717 0.0152 0.0281 -0.0192
H 0.288999 1.387248 -3.384909 -0.0616 -0.0321 -0.1850
H -2.666058 1.806968 -4.249118 0.6343 0.3376 -0.2458
H -6.544528 3.328109 5.560238 0.0137 0.0268 -0.0159
H 3.441577 -2.976629 -1.712756 0.0095 -0.1551 0.0246
H 0.578083 5.128418 3.745265 -0.0142 -0.0300 0.0101
H 4.626370 2.225287 3.090793 0.0203 0.0368 0.0210
H 4.634772 -0.369188 -5.184091 -0.0032 -0.0258 0.0351
H -3.962074 5.265938 -3.096132 0.0157 -0.6462 0.4416
H 0.944976 5.066063 -4.862940 -0.0342 0.0087 -0.0201
H 1.517231 -0.374322 -2.131434 0.0503 -0.0508 -0.0019
H 0.035625 2.536055 -1.813538 0.0725 -0.0952 0.2208
H 5.126505 -9.360504 4.142148 -0.0148 0.0295 -0.0208
H -1.570488 2.093604 1.628128 0.0669 -0.0400 -0.3074
H -1.730179 4.300571 1.223498 -0.1166 -0.5837 -0.2197
H 9.275508 -8.451141 1.459941 0.0179 -0.0286 0.0271
H -3.066989 -1.846571 -0.335596 0.0297 0.4631 0.0495
H 2.009843 -7.097192 -1.785582 -0.0167 0.0271 -0.0048
H -8.174447 -6.723257 3.075980 0.0053 0.0128 0.0434
H -4.267114 0.822542 1.856923 -0.0508 -0.1607 0.1141
H 4.260712 -7.891808 -1.083847 0.0406 0.0188 0.0272
H -2.334286 4.587469 -3.303687 -0.4350 -0.2967 -0.0225
H -5.640522 -2.483761 2.175684 -0.0300 0.0109 0.0318
H 7.245397 -7.056442 1.102276 -0.0312 -0.0649 0.0458
H 3.406611 1.397012 -6.436615 -0.0372 0.0208 0.0012
H 7.155605 -10.755113 4.501090 0.0479 -0.0054 -0.0145
H -4.018367 3.255731 2.002907 -0.0500 0.1125 0.0482
H -2.661538 4.076192 -0.235763 0.2773 -0.5977 0.1833
H -5.011750 -0.292542 -3.003448 0.4335 0.0695 0.8087
H -3.726479 3.991004 -4.288992 0.3280 0.2480 0.3265
H -0.868446 8.716080 -3.298509 -0.0155 -0.0209 -0.0319
H 0.158951 4.759396 0.080221 -0.3764 -0.2805 -0.2009
H 2.370085 1.345984 2.519167 -0.0279 -0.0016 0.0201
H -6.196856 -3.105188 4.515205 -0.0215 0.0019 -0.0033
H 2.832145 6.012916 4.318553 0.0434 -0.0126 0.0047
H 3.208143 5.979033 -4.369644 0.0216 0.0422 0.0095
H -6.793803 0.852153 5.418833 0.0110 -0.0258 -0.0180
H -0.781984 4.643264 -1.422540 0.2238 -0.1900 0.3463
H 5.692858 -3.770155 -1.010957 0.0201 -0.0297 0.0056
H 0.513406 2.276589 -0.219200 -0.0255 0.0221 -0.1953
H 1.393542 9.629386 -2.805338 0.0467 -0.0062 -0.0102
```
Positions in Å, forces in eV/Å.



Record 2
Formula: C4H5P
Source: the OMol25 dataset
Level of theory: the ωB97M-V functional and the def2-TZVPD basis

The HOMO energy is -8.55 eV. The spin multiplicity is 1. The calculation puts the LUMO energy at 0.44 eV. As for the net charge: 0.

Geometry as XYZ:
```
10
Properties=species:S:1:pos:R:3:forces:R:3
P -1.554221 -0.542047 -1.325924 0.1853 0.0313 0.1765
C 1.207000 0.474457 -0.229398 -2.2689 -0.7458 -3.1258
C -0.226621 -0.023089 -2.104467 1.7155 0.5882 3.1768
C -1.012901 -0.406322 0.477948 -0.2839 0.0171 -0.4701
C 0.383057 0.097337 0.687828 -0.3862 -0.1853 0.5857
H -1.146864 -1.392006 0.933095 0.0025 -0.0128 0.0393
H 0.105860 0.115664 -3.106094 0.1522 0.1020 -0.4509
H -1.724697 0.259156 0.984761 0.0384 -0.0924 -0.0350
H 0.628826 0.123282 1.748950 0.3025 0.1612 -0.0061
H 2.158036 0.899594 -0.419537 0.5426 0.1365 0.1096
```
Positions in Å, forces in eV/Å.



Record 3
Formula: C5H7NO
Source: the OMol25 dataset
Level of theory: the ωB97M-V functional and the def2-TZVPD basis

The HOMO energy is -8.19 eV. The spin multiplicity is 1. As for the SMILES: N=C=CC[C@@H]1CO1. The calculation puts the LUMO energy at 0.83 eV. As for the net charge: 0.

Geometry as XYZ:
```
14
Properties=species:S:1:pos:R:3:forces:R:3
O 0.322643 0.563323 -1.402884 0.0777 -1.4953 1.4921
N -1.968304 1.926237 -0.304999 0.3629 -0.1225 0.2950
C -0.398992 0.602260 1.170239 -0.5560 0.8159 0.6523
C 1.105549 0.575488 0.988340 -0.3311 0.0830 -0.2394
C -1.182684 1.220550 0.307516 -0.8461 0.5186 0.6819
C 1.493448 -0.145553 -1.522335 1.5196 -0.6314 -0.3382
C 1.084463 -0.374302 -0.161881 -0.2320 0.3160 -0.7662
H 2.403854 0.415556 -1.663466 0.3409 0.2909 -0.4862
H 1.539922 1.538815 0.708858 -0.1697 -0.0959 0.0774
H -2.288824 1.644886 -1.227787 0.1448 -0.2409 0.1321
H 0.764662 -1.378050 0.170425 -0.6045 0.6093 -0.8049
H -0.858629 -0.105388 1.846305 -0.0682 0.1329 0.1234
H 1.593637 0.212661 1.907931 -0.1178 -0.1184 -0.5342
H 1.376220 -1.026352 -2.150430 0.4795 -0.0621 -0.2851
```
Positions in Å, forces in eV/Å.



Record 4
Formula: C10H7N6O6
Source: the OMol25 dataset
Level of theory: the ωB97M-V functional and the def2-TZVPD basis

The HOMO energy is -4.20 eV. The spin multiplicity is 1. As for the SMILES: Cn1ccc(=O)n([C@@H]2C(=[N+]([O-])[O-])C=Nc3no[n+]([O-])c32)c1=O. The calculation puts the LUMO energy at 2.56 eV. As for the net charge: -1.

Geometry as XYZ:
```
29
Properties=species:S:1:pos:R:3:forces:R:3
O 1.257537 -0.357390 3.080960 -0.2323 1.3750 -0.9071
O -1.416364 -1.941806 1.602082 -0.6832 0.7056 -0.2778
O -0.436811 0.416020 6.129588 0.0111 -0.0296 0.2814
O -2.152061 2.213073 1.350660 1.8136 0.3203 0.4889
O -2.403029 1.600438 6.460619 1.1256 -0.2467 -0.3484
O -3.389310 -1.467852 0.742379 0.9656 -0.3711 0.3281
N -0.420861 1.116093 2.440813 0.5502 -0.6523 -0.4406
N -3.495061 2.003347 5.708403 0.4223 -1.8912 -2.2579
N 1.706544 1.148755 1.422824 0.1257 -0.6505 0.4143
N -1.445089 0.874254 5.631441 -1.7261 1.8283 -1.8835
N -4.207219 1.196255 3.566287 -1.5020 0.4423 -1.6123
N -2.442573 -1.227542 1.527258 -0.4813 0.4763 0.0469
C -3.866214 0.425109 2.540099 0.6237 0.5471 0.8137
C 0.030859 2.606374 0.623494 0.8329 -0.0035 -0.9232
C -0.942941 2.002071 1.477066 -1.7254 0.1560 0.2070
C 0.873458 0.571700 2.374977 -0.2169 -0.7454 0.6809
C 1.269981 2.091323 0.553158 -0.2428 0.5731 -0.1608
C 3.025407 0.554665 1.290441 -0.0843 0.0262 -0.0152
C -1.925559 0.989879 4.364593 -0.3002 -0.3337 2.7838
C -1.389285 0.298857 3.202939 -0.5063 -1.2680 0.1278
C -3.271339 1.452832 4.460052 0.8101 1.0358 3.0982
C -2.579547 -0.097111 2.366895 0.0529 -1.6005 -0.0770
H -0.865456 -0.581527 3.624275 0.1046 0.3958 -0.8315
H 2.937257 -0.486629 0.969542 0.1119 0.1105 0.0885
H -0.320470 3.328412 -0.094051 0.0053 0.0467 -0.0140
H 3.532720 0.598497 2.254044 0.0752 -0.0956 -0.1354
H 2.004495 2.376772 -0.198296 -0.2290 0.1455 0.1906
H -4.639894 0.195104 1.811875 0.1596 -0.1710 0.2522
H 3.559956 1.139394 0.542961 0.1395 -0.1253 0.0826
```
Positions in Å, forces in eV/Å.



Record 5
Formula: C17H24N6O3
Source: the OMol25 dataset
Level of theory: the ωB97M-V functional and the def2-TZVPD basis

The HOMO energy is -7.66 eV. The spin multiplicity is 1. As for the SMILES: [H]/N=C(/N)NCCC[C@H](N)C(=O)N[C@@H](Cc1c[nH]c2ccccc12)C(=O)O. The calculation puts the LUMO energy at 0.53 eV. As for the net charge: 0.

Geometry as XYZ:
```
50
Properties=species:S:1:pos:R:3:forces:R:3
O 4.579800 0.291016 0.653439 1.7579 1.5345 0.1560
O 0.230805 0.298514 2.212945 0.1819 -0.5956 0.3479
O 3.824255 2.054482 -0.683080 0.7041 -1.1372 1.2208
N -0.263399 3.678124 1.197820 -1.5957 0.1084 0.3492
N -3.874844 1.157047 0.275499 0.4068 1.3618 -1.0551
N 1.583002 1.726505 1.068440 0.7253 -0.0051 -0.5081
N 3.074506 -2.000519 -3.344527 0.8820 1.8394 -0.3348
N -5.227729 -0.509322 -0.449270 -2.0639 -0.0689 0.0997
N -3.080863 -1.126252 0.082389 -1.8175 0.9631 0.3824
C 1.522987 0.298704 -0.867397 0.9750 -1.0677 0.7384
C 3.661254 1.109947 0.068686 0.2197 0.3642 -0.6266
C 0.283278 -4.174099 -1.188644 0.2772 1.2274 0.6067
C 2.995723 -0.754793 -2.666262 -0.8134 -1.7740 1.7179
C -3.994088 -0.196843 0.035000 1.6727 -2.5821 -0.4223
C 2.293750 0.616670 0.438764 -0.8020 0.6535 0.0173
C 0.805397 -4.801963 -2.273970 1.4969 1.4482 -1.5866
C 2.174796 -2.853496 -2.838315 -2.1251 -1.6899 2.0916
C 0.687312 -2.861847 -0.892824 -2.3449 -0.8583 2.5815
C 1.753921 -4.166899 -3.103041 0.5791 -0.3076 -0.1213
C 1.539620 -2.236741 -1.711235 2.2708 2.8051 -1.2853
C 2.089966 -0.852181 -1.613884 0.4659 -1.3176 -2.8072
C -2.618618 1.367744 2.351046 0.6501 -0.7684 1.2737
C 0.534235 1.421076 1.883960 0.0088 1.5089 -0.8391
C -2.625938 1.613649 0.919333 -2.2449 2.8442 -1.4779
C -0.263154 2.662491 2.328602 1.1618 0.4183 -0.7662
C -1.486072 2.150237 3.050331 -1.7252 1.0055 0.4378
H -2.229783 -0.731891 0.424467 0.8498 0.1741 0.1227
H -5.985443 0.100478 -0.104322 0.7440 -0.6379 -0.3435
H 2.423572 -0.144146 1.215934 -0.4987 -0.3147 -0.7223
H -1.042086 1.586110 3.882068 -0.5685 0.1772 -0.0925
H 0.483040 -5.754445 -2.577279 -0.2970 -1.2194 -0.0887
H -5.483555 -1.501553 -0.463418 0.4715 0.7201 -0.0302
H -3.579589 1.578559 2.815078 -0.0383 0.3475 -0.0554
H 0.349652 4.489770 1.367842 -0.5746 -0.7430 0.2641
H 2.216142 -4.786792 -3.866830 -0.0599 0.2930 -0.1888
H 3.699438 0.037742 -2.780248 0.2503 0.3450 -0.7168
H 1.541772 2.541265 0.438892 -0.3660 -0.3594 0.9727
H -4.067790 1.587441 -0.666135 0.3329 -0.0651 1.5697
H 5.510393 0.683952 0.745578 -1.8843 -0.5336 -0.7468
H -1.228500 4.043557 1.038385 1.3318 -0.3440 0.1931
H -2.035810 3.039924 3.425024 0.6487 -0.2755 0.3137
H -2.511214 0.306842 2.429379 0.3594 -0.8222 0.6304
H 3.819606 -2.277678 -3.956788 -0.0475 0.1754 -0.1332
H 0.283656 3.158578 3.127115 0.4199 -0.2368 0.1524
H -0.388127 -4.734359 -0.599191 -0.7741 -0.1513 0.8441
H 0.521475 0.030100 -0.608612 -0.8171 0.0574 0.3239
H -1.757899 1.247029 0.477478 1.5821 -0.9182 -1.0190
H 1.504190 1.180752 -1.503942 0.0858 0.1619 0.1858
H -2.567135 2.721444 0.763082 -0.4003 -0.8210 -0.2000
H 0.324093 -2.313929 0.042639 0.3472 -0.9194 -1.4256
```
Positions in Å, forces in eV/Å.